P:
ORCA calculation (wB97M-V/def2-TZVPD) on the molecule C4H4BrN.

Geometry as ORCA input:
```
! RIJCOSX wB97M-V def2-TZVPD def2/J DEFGRID3
* xyz 0 1
C 0.89113 0.58970 0.10376
C -1.63883 -1.01376 0.27016
C 0.66898 0.19196 1.35351
C -0.01100 0.19720 -1.06394
N -1.09738 -0.67612 -0.72999
Br 1.51318 0.68748 2.91319
H 1.65366 1.07325 -0.41117
H -2.33521 -1.81774 0.66657
H -0.26185 1.19767 -1.44678
H 0.61733 -0.42964 -1.65531
*
```

Results
Frontier orbital gap (alpha / beta) in Ha: 0.307 / 0.248
LUMO (alpha / beta) in Eh: 0.0050 / -0.0215

***

Q:
ORCA calculation (wB97M-V/def2-TZVPD) on the molecule C4H4BrN.

Geometry as ORCA input:
```
! RIJCOSX wB97M-V def2-TZVPD def2/J DEFGRID3
* xyz 0 1
C -1.85048 0.00377 -1.10975
N -1.36069 -0.30291 0.20168
C -0.23872 -0.11220 0.54521
C 0.94135 0.00827 1.00536
C 2.22371 0.05432 1.28403
Br 3.63722 0.60411 0.10723
H -2.76933 0.65751 -1.08556
H -1.11290 0.49655 -1.64987
H -2.02556 -0.98875 -1.47234
H 2.55540 -0.42068 2.17401
*
```

Results
Frontier orbital gap in Ha: 0.325
LUMO in Eh: -0.0026

***

R:
ORCA calculation (wB97M-V/def2-TZVPD) on a cluster of 2 separate species, C4H4BrN in total.

Geometry as ORCA input:
```
! RIJCOSX wB97M-V def2-TZVPD def2/J DEFGRID3
* xyz 0 1
Br 1.63696 -0.90863 -0.22740
C 0.62475 0.60731 -0.27944
C -0.46989 1.32734 -0.54432
C 0.53357 1.95056 0.44351
H -1.11637 1.59266 -1.36234
H 1.21031 2.57402 -0.12843
H 0.29910 1.98655 1.56189
C -0.86646 -3.05302 0.12519
N -1.60120 -2.19612 -0.02214
H -0.25078 -3.88067 0.43348
*
```

Results
Frontier orbital gap in Ha: 0.352
LUMO in Eh: 0.0207

***

Most favorable structure: Q. The second most favorable one is 0.0447 hartree above it.